(1)
54
Properties=species:S:1:pos:R:3 method="wB97M-V/def2-TZVPD" gap_ev="8.547 / 3.877" charge=+1 multiplicity=5
Br -0.5954 2.9972 1.0474
Br 2.0768 -1.6019 0.1851
V 1.0084 0.7522 0.4804
O -3.5094 -1.8400 -0.1448
O 0.6672 0.7773 -1.8445
O 1.5004 0.5881 2.5557
N 2.6414 2.2668 0.3975
N -0.8073 -1.6865 -1.9473
N -1.0169 -0.3684 0.5207
C 1.8931 0.9371 -2.6010
C -2.8330 -0.0922 2.0217
C 2.5975 1.4857 2.7455
C -1.8233 -1.0710 1.5721
C 4.5680 2.4293 1.6541
C -1.9310 -1.0254 -4.0893
C 3.3700 1.5874 1.4759
C 0.7210 0.4601 3.7398
C -0.4412 0.6828 -2.7326
C -2.5961 -2.2563 0.9304
C -3.9755 -2.8093 -1.0549
C -0.7653 -0.7359 -3.0626
H -1.6065 0.2615 -0.0043
H 2.1266 0.1450 -3.3124
H -2.8310 -1.1910 -3.4972
H -1.7803 -2.8446 0.5103
H -1.2831 -1.5651 2.3796
H -3.6748 0.0463 1.3433
H -0.3369 1.3819 -3.5624
H -3.1516 -2.9696 -1.7504
H 1.3350 0.2969 4.6255
H 0.1545 -1.8362 -1.6778
H -1.2253 1.0292 -2.0594
H -4.1577 -3.7000 -0.4537
H 2.2073 2.4484 3.0757
H -0.9619 -2.6345 -2.2595
H 4.4426 3.4901 1.4371
H -1.0536 -1.0894 -0.1856
H 2.5359 3.2078 0.7488
H -4.8580 -2.5016 -1.6158
H -3.0913 -2.8279 1.7153
H -1.7568 -1.9154 -4.6940
H 0.1335 -1.0432 -3.5972
H 3.2208 1.0151 3.5058
H 2.0813 1.9227 -3.0268
H 3.6405 0.6067 1.0847
H -3.0660 -0.5103 3.0010
H 5.3505 2.1802 0.9373
H 5.0937 2.3821 2.6078
H 2.6614 0.7723 -1.8455
H -1.9555 -0.2421 -4.8469
H 3.3425 2.3595 -0.3235
H 0.0366 -0.3842 3.6573
H 0.1242 1.3613 3.8799
H -2.4458 0.8710 2.3537


(2)
57
Properties=species:S:1:pos:R:3 method="wB97M-V/def2-TZVPD" gap_ev="6.563 / 5.928" charge=+2 multiplicity=1
Sn 1.2792 -1.1148 0.3441
Br 0.1908 3.4058 -0.9918
O -1.0512 -0.3697 0.1883
O 2.6730 2.0268 3.6771
O -2.4457 -2.5969 2.3836
O -0.3827 -2.7422 1.6522
O 0.6836 0.8600 -3.6475
O -0.8397 -0.7072 -3.5198
O 0.3381 1.2797 -0.2693
O 2.4975 0.8236 1.7976
N 0.0306 -3.0775 -1.0650
N 1.0436 -0.9060 -2.2369
N 0.3030 -0.4037 2.7668
N 3.0727 0.5523 -1.1233
C 0.8190 0.5964 3.4678
C -1.6541 3.0223 -0.8017
C -1.1937 -2.1870 2.3539
C -0.8511 0.3799 5.1462
C 4.7044 1.9882 -2.8098
C 1.3664 0.2621 -2.8231
C -0.8520 0.8180 -0.1602
C -0.5155 -2.6967 -2.2054
C -3.9544 3.6096 -0.8502
C 4.2131 1.0585 -0.6644
C 5.0652 1.7843 -1.4887
C -4.2962 2.3006 -0.5210
C -0.1428 -1.3247 -2.7210
C -0.7730 -1.0325 3.2252
C 0.2656 1.0432 4.6619
C -2.6241 3.9831 -1.0005
C 2.0782 1.1636 2.8844
C -1.3783 -0.6808 4.4250
C 3.4940 1.4967 -3.2787
C -3.2996 1.3612 -0.3103
C -1.0343 -5.1809 -1.2967
C 2.7181 0.7853 -2.3733
C -1.9681 1.7349 -0.4343
C -1.6181 -4.7684 -2.4820
C -0.2227 -4.2935 -0.5982
C -1.3702 -3.4889 -2.9596
H -2.3572 4.9937 -1.2775
H -4.7275 4.3529 -0.9887
H 0.7040 1.8723 5.1976
H 3.5151 2.3417 3.3181
H -1.2980 0.6778 6.0846
H -1.2045 -6.1764 -0.9121
H 4.4406 0.8610 0.3741
H 5.9913 2.1822 -1.0986
H -2.2658 -5.4341 -3.0367
H -3.0335 -2.0843 2.9517
H 5.3542 2.5378 -3.4780
H -2.2181 -1.2379 4.8198
H -5.3358 2.0202 -0.4283
H 0.2286 -4.5543 0.3489
H -3.5249 0.3367 -0.0461
H 3.1693 1.6603 -4.2959
H -1.8064 -3.1144 -3.8742


(3)
78
Properties=species:S:1:pos:R:3 method="wB97M-V/def2-TZVPD" gap_ev=7.789 relative_energy_kj_mol=0.00 charge=+1 multiplicity=1
P -4.0898 -0.7311 0.8207
O 3.5563 -3.1121 -0.2358
O -3.9098 -3.8153 -0.4244
O 0.6633 0.1597 1.6336
O 0.0795 -2.5461 6.9404
O -3.3851 -3.7669 -3.5475
O -5.0854 0.3568 0.4874
O -0.3498 -4.0834 -3.1780
O 2.7487 -2.5508 -2.3067
O -1.1218 4.0101 -0.3878
N 0.5719 -0.6141 4.5879
N -2.5966 -3.9073 -2.4001
C -1.2393 -2.0387 -2.0344
C 3.5492 3.8505 -5.3845
C -2.5543 4.3590 0.2065
C 1.2123 2.9040 -3.7315
C 0.8898 -1.0566 -3.1439
C -3.1351 -3.3194 -1.1805
C -0.0194 2.4215 -2.8885
C -1.0046 -1.6636 7.1926
C -0.5604 0.3619 -1.4248
C 0.4276 1.5542 -1.6132
C -1.2281 -3.4679 -2.6602
C -2.6357 -0.7339 -0.3469
C -1.7151 0.4270 -0.4961
C 0.2878 -2.9109 5.5922
C 3.7488 -2.6584 -1.3277
C 1.6917 2.1752 -4.9189
C 1.2244 -1.9380 4.8851
C -0.5547 -0.5854 3.5896
C 2.8321 2.6258 -5.7220
C -2.0231 1.6629 0.3897
C 2.1468 -1.2483 -2.1733
C 3.0888 4.6001 -4.2140
C 2.0724 0.0844 1.7995
C -0.3466 -0.8988 -2.1818
C -2.3931 -1.9458 -1.1159
C 1.9484 4.1377 -3.4061
C -0.0923 -0.9039 2.1760
C -2.1454 2.9924 -0.5956
H 1.6725 4.7966 -2.5462
H 2.4220 -0.9352 1.9900
H 0.2507 -0.2096 5.4713
H -0.6578 -3.0610 5.0657
H 3.1905 2.0682 -6.6248
H -4.7952 -1.9631 0.8063
H -0.6224 -0.6424 7.3053
H 4.4090 4.2431 -5.9770
H -1.2288 1.9118 1.1362
H 1.2887 0.0454 4.2683
H 1.5868 -2.3484 3.9425
H 0.7972 -2.0257 -3.7081
H 0.4367 -1.8586 2.1006
H -2.7601 -3.5067 -4.2532
H -2.0683 4.5678 1.1926
H -0.9838 -0.9933 1.5511
H -0.7113 1.8414 -3.5671
H 0.7883 -3.8814 5.6169
H 2.0777 -1.7069 5.5225
H -3.0462 1.6759 0.8407
H 3.6120 5.5484 -3.9569
H -2.5886 2.8463 -1.6466
H -1.3199 -1.2811 3.9337
H -1.4654 -1.9477 8.1371
H 2.3750 0.7398 2.6262
H 0.4574 2.2307 -0.7155
H -3.5761 -0.5561 2.1525
H 1.7922 -1.1618 -1.1009
H -1.7638 -1.6961 6.4068
H 1.0114 -0.1795 -3.8220
H -0.5785 3.3474 -2.6047
H 2.9004 -0.4215 -2.3105
H 1.1857 1.2456 -5.2726
H 4.7974 -2.3389 -1.5823
H 2.5503 0.4582 0.8955
H -0.9555 0.4286 3.6361
H -2.4978 5.3475 -0.3134
H 1.4627 1.1858 -1.8575


(4)
11
Properties=species:S:1:pos:R:3 method="wB97M-V/def2-TZVPD" gap_ev=10.149 relative_energy_kj_mol=238.36 multiplicity=1
O -2.0939 -0.2470 0.0821
C 0.2840 1.4627 0.3076
C 0.5950 -1.2765 -0.0803
B -0.1900 -0.0015 0.2784
H 1.7898 -1.0130 -0.1040
H -2.3090 -0.9099 -0.6318
H 0.3927 -2.1521 0.4675
H 1.2230 1.6022 -0.4085
H 0.2525 -1.4450 -1.1519
H -0.5286 2.0568 -0.0405
H 0.5845 1.9233 1.2815


(5)
94
Properties=species:S:1:pos:R:3 method="wB97M-V/def2-TZVPD" gap_ev="5.694 / 6.191" multiplicity=2
V 0.5063 -0.0324 -0.0550
Cl -1.0618 -1.1058 -4.6815
P 0.0959 -2.9165 -0.6686
P -0.1806 2.4104 -1.1120
Si 1.2750 3.0489 1.5154
Si 1.4931 -2.7723 2.0802
C -2.7126 1.7543 -2.1368
C -1.7065 -0.2700 0.9937
C -1.6927 2.8864 -2.0940
C -3.2475 2.6281 2.9013
C -2.0125 1.2413 4.4569
C -2.9404 1.7452 1.8658
C -0.2134 3.4376 0.3936
C 1.5570 2.3961 -3.3635
C 0.1474 -3.6012 1.0253
C -2.7818 2.3835 4.1970
C -1.3431 -3.8199 -1.4623
C 1.6389 1.2668 1.1066
C -0.0560 -0.3759 -2.0793
C -1.7282 -5.1333 -0.7738
C 1.2236 3.2009 -2.1033
C 0.7578 3.3184 3.2833
C 2.4009 0.7012 0.0086
C 1.6925 -1.0751 1.3176
C -2.1201 0.6104 2.0950
C 1.6151 -3.7489 -1.4331
C 1.2960 0.1504 1.9348
C 3.0850 -3.7434 1.9918
C 2.7266 4.1528 1.1240
C 1.5451 -5.2773 -1.4513
C -2.3463 4.1855 -1.6138
C 2.4240 -0.6810 0.1363
C 0.9601 4.6680 -2.4483
C -1.6796 0.3734 3.4196
C 0.9214 -2.7164 3.8554
C -2.5642 -2.9109 -1.5784
C 1.9164 -3.2122 -2.8356
H -2.7036 4.0969 -0.5789
H 1.8203 5.0567 -3.0120
H 0.7165 -5.6296 -2.0785
H -1.3101 3.0324 -3.1194
H -2.0588 -4.9555 0.2565
H -1.1308 3.2002 0.9562
H 0.8847 0.2351 2.9273
H 3.1823 -4.3596 1.0907
H -3.0311 3.0714 5.0097
H -1.6544 1.0323 5.4663
H 2.7108 4.9868 1.8393
H 3.1313 -4.4022 2.8698
H -1.0974 -0.5291 3.6291
H -2.3249 0.8933 -2.6893
H -2.7847 -2.3894 -0.6348
H 2.3919 -2.2247 -2.8008
H 2.0851 3.1504 -1.4192
H -0.3043 3.5727 3.3677
H -0.9192 -5.8700 -0.7600
H 2.9705 -1.3871 -0.5133
H -0.8180 -3.4263 1.5228
H -2.4424 -0.2584 0.1661
H 3.9363 -3.0532 2.0398
H 0.3154 -4.6887 1.0287
H 1.3445 4.1494 3.6963
H 1.0611 -1.7206 4.2888
H 2.4744 -5.6632 -1.8946
H 2.6116 -3.8904 -3.3493
H 1.5186 -3.4273 4.4416
H 2.3306 2.9296 -3.9333
H -0.9765 -4.0191 -2.4842
H 0.7155 -1.1710 -2.4632
H 2.9140 1.3056 -0.7566
H 0.6852 2.2779 -4.0213
H 2.4330 -3.4505 -0.7588
H 1.0078 -3.1142 -3.4477
H -3.4414 -3.5209 -1.8346
H -0.1341 -2.9995 3.9508
H -3.3616 1.9014 0.8677
H 1.9450 1.3965 -3.1366
H 3.6578 3.5931 1.2742
H -3.6143 2.1053 -2.6580
H -0.2260 4.5148 0.1631
H -3.8588 3.5080 2.6915
H -1.6730 5.0482 -1.6776
H 0.9479 2.4302 3.8925
H -2.5671 -5.5718 -1.3276
H 0.0738 4.7765 -3.0874
H -3.2134 4.3933 -2.2533
H -3.0137 1.4342 -1.1298
H -1.5332 -1.3059 1.3538
H -0.0384 0.5874 -2.7209
H 2.7211 4.5650 0.1087
H 0.8360 5.3075 -1.5644
H 1.4556 -5.7268 -0.4541
H -1.1287 -0.7689 -1.7555
H -2.4095 -2.1953 -2.3959


(6)
120
Properties=species:S:1:pos:R:3 method="wB97M-V/def2-TZVPD" gap_ev=9.478 relative_energy_kj_mol=0.00 smiles=c1ccncc1.c1ccncc1.c1ccncc1.c1ccncc1.c1ccncc1.c1ccncc1.c1ccncc1.c1ccncc1.c1ccncc1.c1ccncc1.ClCCl.ClCCl multiplicity=1
Cl 5.2350 -2.9130 1.2613
Cl -5.3294 -2.2460 4.7563
Cl 5.5341 -0.7274 3.2897
Cl -3.3982 -1.0097 2.8603
N 5.5721 1.4774 -0.9900
N -1.9202 3.2141 4.3957
N 1.8908 -2.2418 5.0368
N -0.6281 0.4112 -0.6054
N -1.7350 -5.9921 1.8561
N -5.4529 -3.9788 -1.5166
N -5.0767 1.9026 -0.6003
N -1.4819 0.6886 -4.3977
N 1.5093 5.1668 -4.0499
N 2.7395 -1.5731 -3.9280
C 0.3051 2.5442 3.7009
C 1.1353 -0.4905 6.4772
C -1.4773 3.1886 5.6330
C 5.8528 -1.3049 1.6000
C 3.6698 -0.3890 -6.2362
C 6.4033 1.3242 -3.2799
C -3.1962 0.2105 -6.0048
C -0.5193 -4.1019 2.7264
C -5.1351 -1.3282 3.2386
C 1.4881 2.7224 -4.0686
C -0.6443 0.0451 0.6473
C -1.8592 0.3117 -5.6562
C -1.4740 -5.7342 4.2062
C 4.0588 -1.7021 -4.2745
C -1.0509 2.9033 3.4338
C -0.1857 2.7210 5.9947
C -4.5035 -4.0217 -0.5754
C 2.3013 -0.3617 -5.8981
C 1.6725 -0.5111 0.7344
C 0.9809 -1.3500 5.3919
C 6.2840 2.6423 -0.8615
C -1.9987 -6.4141 3.1397
C -7.1732 2.4941 0.5066
C 1.7259 -0.1393 -0.6410
C 3.5581 3.8892 -3.7675
C -6.4774 2.5114 1.7674
C 0.8826 3.9682 -4.1396
C 1.8490 -1.0365 -4.8029
C 4.5596 -1.1313 -5.4137
C -5.2169 -1.6175 -1.7724
C -2.4000 1.0031 -3.4774
C -4.4376 1.9383 0.6312
C 2.8815 5.0775 -3.8721
C -5.1760 2.1482 1.7846
C 0.7348 2.4413 5.0132
C -3.7684 0.9211 -3.7414
C -0.6915 -4.5820 4.0162
C -4.2586 -1.6202 -0.7735
C 3.2926 -1.4978 6.8183
C 7.0443 2.5397 -3.1885
C -5.7642 -2.8211 -2.1387
C -3.7794 -2.8480 -0.2210
C -4.1660 0.5157 -5.0368
C 2.8253 2.7332 -3.7970
C -1.0622 -4.8441 1.6853
C 2.3166 -0.5587 7.2292
C 5.6187 0.8427 -2.1915
C 0.5719 0.3442 -1.2345
C 7.0059 3.1708 -1.9607
C 3.0806 -2.2893 5.7111
C 0.4800 -0.4040 1.3873
C -6.4446 2.1992 -0.6448
H -5.2083 0.3858 -5.2880
H 2.5804 -0.8508 1.2105
H 7.5818 2.8627 -4.0678
H -6.9000 2.0965 -1.6187
H -1.0477 0.0204 -6.3066
H -3.0200 -2.8934 0.5454
H -6.9712 2.7560 2.6962
H 3.3888 6.0279 -3.7961
H 1.7149 2.1454 5.3572
H -4.4744 1.0834 -2.9403
H -3.7821 -0.6973 -0.4776
H 0.9799 2.3688 2.8761
H -4.5971 2.1048 2.6954
H 0.8037 -1.1464 -4.5547
H 1.5925 0.1505 -6.5319
H 5.6263 -1.1279 -5.5825
H -1.4520 2.8960 2.4311
H 6.1800 3.1801 0.0693
H 0.2996 -0.5891 2.4359
H 2.4382 0.0251 8.1296
H 4.9440 0.0025 -2.2654
H 6.9178 -1.3472 1.3714
H 2.6930 0.0031 -1.1001
H 5.4452 -0.5536 0.9236
H -5.6461 -0.3658 3.2654
H 0.8303 1.8664 -4.0989
H 4.1305 0.0347 -7.1164
H 0.1939 -1.2987 4.6541
H -2.0023 1.3806 -2.5469
H -0.1862 4.0133 -4.2885
H -5.4847 -1.9081 2.3844
H 0.0796 -3.2299 2.5088
H -0.0258 2.5233 7.0443
H -4.0468 -4.9695 -0.3315
H -5.6580 -0.7218 -2.1841
H -1.5562 -6.2099 5.1723
H 4.6102 3.7677 -3.5564
H -3.5341 -0.1385 -6.9694
H 4.3008 -1.4588 7.2035
H -0.9876 -4.5162 0.6590
H -2.5886 -7.3104 3.2625
H -0.3018 -4.0672 4.8820
H -1.5733 0.2482 1.1594
H 3.8775 -2.9775 5.4708
H -2.2206 3.2665 6.4126
H -8.2302 2.6992 0.4218
H 6.4728 0.8943 -4.2682
H 0.3678 0.1904 6.8145
H 4.6024 -2.3906 -3.6445
H 0.6442 0.6338 -2.2724
H -3.3692 1.7990 0.7059
H 7.6416 4.0310 -1.8112
H 3.3254 1.8302 -3.4794
H -6.5764 -2.9502 -2.8387